Entry from OMol25: a 2-piece molecular cluster, C21H38N2P overall in a non-equilibrium geometry (ωB97M-V with the def2-TZVPD basis set).

```
62
C21H38N2P, DFT ωB97M-V with the def2-TZVPD basis set
C -0.417 2.347 1.683
C -0.972 1.408 0.646
C -2.233 0.676 1.008
C -3.442 0.766 0.248
C -3.650 1.838 -0.810
C -4.444 -0.179 0.401
C -4.405 -1.128 1.434
C -5.493 -2.155 1.582
C -3.356 -1.032 2.334
C -2.327 -0.099 2.208
C -1.277 -0.034 3.280
H -0.062 3.240 1.189
H -1.065 2.620 2.523
H 0.449 1.862 2.179
H -1.154 1.929 -0.298
H -4.585 1.578 -1.346
H -3.786 2.838 -0.386
H -2.834 1.871 -1.538
H -5.321 -0.160 -0.263
H -5.269 -2.810 2.432
H -6.485 -1.713 1.754
H -5.554 -2.756 0.668
H -3.345 -1.705 3.207
H -1.467 -0.845 4.002
H -0.284 -0.170 2.849
H -1.308 0.903 3.837
C 0.669 -3.446 -1.971
C 0.761 -2.512 -0.763
C -0.661 -2.142 -0.332
C 1.464 -3.221 0.402
N 1.502 -1.311 -1.103
C 1.622 -0.859 -2.490
C 2.419 0.422 -2.479
N 2.762 0.724 -1.091
C 3.533 1.905 -0.741
C 4.338 2.395 -1.949
C 4.474 1.573 0.424
C 2.594 3.039 -0.314
P 1.926 -0.169 -0.005
H -0.083 0.785 0.343
H 1.663 -3.720 -2.340
H 0.157 -4.361 -1.655
H 0.070 -2.989 -2.778
H -0.670 -1.591 0.628
H -1.154 -1.514 -1.085
H -1.225 -3.079 -0.202
H 1.489 -2.598 1.310
H 0.922 -4.157 0.624
H 2.499 -3.484 0.108
H 2.217 -1.581 -3.073
H 0.648 -0.748 -3.001
H 3.339 0.206 -3.055
H 1.899 1.245 -2.992
H 3.667 2.733 -2.763
H 4.940 3.252 -1.637
H 5.015 1.614 -2.313
H 3.922 1.265 1.324
H 5.167 0.764 0.118
H 5.078 2.470 0.657
H 2.103 2.842 0.656
H 3.205 3.951 -0.215
H 1.818 3.206 -1.071
```

Summary:
Gap between HOMO and LUMO, eV: 6.55
LUMO energy, eV: -4.2232
Charge: +1
Energy above the lowest of the compared OMol25 structures with the same formula, charge and spin, kcal/mol: 0.0
HOMO level, eV: -10.78


Entry from OMol25: an isolated ion of composition CH2ClO3S and charge -1 in a non-equilibrium geometry (ωB97M-V with the def2-TZVPD basis set).

```
8
CH2ClO3S, DFT ωB97M-V with the def2-TZVPD basis set
C 0.429 -0.002 -0.071
O -1.368 -1.866 0.484
O -1.809 0.478 1.048
O 0.934 0.034 -1.354
S -1.510 -0.442 -0.008
Cl 0.637 1.790 0.571
H 1.015 -0.683 0.678
H 1.672 0.690 -1.347
```

Summary:
Gap between HOMO and LUMO, eV: 7.24
LUMO energy, eV: 3.6081
Charge: -1
Energy above the lowest of the compared OMol25 structures with the same formula, charge and spin, kcal/mol: 24.0
HOMO level, eV: -3.63


Entry from OMol25: C7H6I3N as an isolated structure in a non-equilibrium geometry (ωB97M-V with the def2-TZVPD basis set).

```
17
C7H6I3N, DFT ωB97M-V with the def2-TZVPD basis set
C -2.394 1.646 -0.098
C -1.255 1.131 -0.648
C -2.536 1.075 1.177
C -0.670 0.330 0.357
C 0.642 -0.216 0.350
C 1.556 -0.749 -0.843
C 2.795 -1.342 -0.508
N -1.470 0.300 1.455
I 0.955 -0.584 -2.823
I 4.417 -0.557 -1.713
I 2.765 -3.610 -0.586
H -3.182 2.069 -0.654
H -0.717 1.557 -1.466
H -3.484 1.036 1.865
H 1.073 -0.532 1.223
H 2.910 -1.176 0.587
H -1.406 -0.378 2.325
```

Summary:
Gap between HOMO and LUMO (spin up / spin down), eV: 6.58 / 6.58
LUMO energy (spin up / spin down), eV: -0.9056 / -0.9047
Energy above the lowest of the compared OMol25 structures with the same formula, charge and spin, kcal/mol: 15.6
HOMO level (spin up / spin down), eV: -7.49 / -7.49


Entry from OMol25: C7H3MnNO4S as an isolated structure in a non-equilibrium geometry (ωB97M-V with the def2-TZVPD basis set).

```
17
C7H3MnNO4S, DFT ωB97M-V with the def2-TZVPD basis set
Mn 0.352 -0.710 -0.803
O -0.006 -2.599 1.470
C 0.207 -2.023 0.483
C -0.955 0.004 -1.878
O -1.856 0.572 -2.327
C 2.039 -0.423 -1.406
O 3.101 -0.367 -1.888
C 0.290 -2.120 -1.977
O 0.182 -3.034 -2.691
S 0.336 2.455 2.220
C -1.249 1.756 2.059
C -1.240 0.775 1.096
N 0.026 0.610 0.494
C 0.963 1.437 1.014
H -2.108 2.067 2.640
H -2.084 0.160 0.794
H 2.003 1.441 0.700
```

Summary:
Spin multiplicity: 5
⟨S²⟩: 6.07
Gap between HOMO and LUMO (spin up / spin down), eV: 8.69 / 4.99
LUMO energy (spin up / spin down), eV: -14.0409 / -17.4535
Charge: +3
HOMO level (spin up / spin down), eV: -22.73 / -22.45


Entry from OMol25: C17H44F2LiMgN4NaO12S3 as an isolated structure in a non-equilibrium geometry (ωB97M-V with the def2-TZVPD basis set).

```
85
C17H44F2LiMgN4NaO12S3, DFT ωB97M-V with the def2-TZVPD basis set
C 7.167 -1.546 1.028
C 6.639 -0.141 0.797
C 7.626 0.607 -0.099
C 5.297 -0.180 0.107
N 4.688 1.185 -0.026
C 3.482 1.412 0.850
C 3.568 0.885 2.264
S 2.660 -0.678 2.602
C 1.392 -0.530 1.446
N 0.622 0.488 1.212
N -0.245 0.066 0.203
C 0.080 -1.139 -0.076
O 1.115 -1.579 0.660
S 4.169 1.346 -1.568
O 3.437 0.168 -2.018
O 3.449 2.528 -1.716
F 5.466 1.368 -2.350
H 8.222 -1.484 1.256
H 6.648 -2.055 1.832
H 7.097 -2.130 0.112
H 6.623 0.420 1.728
H 7.253 1.586 -0.380
H 8.566 0.760 0.411
H 7.772 0.055 -1.026
H 4.593 -0.899 0.520
H 5.536 -0.497 -0.899
H 2.612 1.049 0.329
H 3.397 2.486 0.947
H 4.587 0.710 2.675
H 3.141 1.645 2.904
H -0.378 -1.816 -0.783
C -6.790 -0.517 1.003
N -6.529 0.914 0.687
C -7.801 1.499 0.179
C -5.485 1.004 -0.375
C -6.124 1.733 1.880
C -4.828 1.353 2.547
O -4.929 0.031 3.136
H -7.306 -0.956 0.152
H -5.853 -1.029 1.149
H -7.410 -0.578 1.892
H -8.112 0.947 -0.703
H -7.625 2.542 -0.071
H -8.555 1.423 0.958
H -4.571 0.547 -0.014
H -5.309 2.054 -0.595
H -5.851 0.466 -1.249
H -6.950 1.645 2.594
H -6.034 2.756 1.519
H -4.646 2.069 3.361
H -3.977 1.407 1.881
H -4.075 -0.400 3.058
F -4.383 3.341 1.130
O -4.397 3.257 5.881
H -5.208 3.777 6.065
H -3.704 3.818 5.470
H -4.592 2.478 5.310
O 6.655 4.931 -3.869
S 5.991 5.188 -2.551
O 6.947 5.787 -1.633
O 5.372 3.980 -1.999
O 4.943 6.184 -2.863
Li 4.870 -1.281 -2.497
Na 1.630 2.738 -0.483
C -0.142 -5.488 -2.866
C -1.127 -4.364 -2.605
C -2.038 -4.128 -3.797
O -0.418 -3.145 -2.291
H 0.495 -5.242 -3.720
H 0.508 -5.641 -2.004
H -0.658 -6.423 -3.080
H -1.728 -4.605 -1.725
H -1.454 -3.841 -4.675
H -2.736 -3.316 -3.591
H -2.610 -5.022 -4.041
H 0.121 -2.924 -3.058
O 6.522 7.520 -4.750
H 6.096 6.762 -5.192
C -4.817 -4.710 0.132
O -4.783 -3.954 -1.078
H -5.835 -5.067 0.262
H -4.146 -5.570 0.083
H -4.541 -4.101 0.997
H -3.881 -3.642 -1.195
Mg 5.530 -0.293 4.300
```

Summary:
Gap between HOMO and LUMO, eV: 4.76
LUMO energy, eV: -6.2792
Charge: +2
HOMO level, eV: -11.04